Entry 1:
The following is a quantum chemistry calculation of C29H29CsN10O6SSe3Te as an isolated structure, from the Open Molecules 2025 dataset.

Last column: Mulliken charge in e.
Cartesian coordinates (Å):
Cs: 0.628 -0.312 -0.366  1.067
N: -2.181 2.802 2.642  0.412
C: -1.044 2.101 2.659  -0.464
N: -0.350 2.361 1.566  -0.160
C: -1.152 3.226 0.894  0.505
N: -2.279 3.524 1.507  -0.853
C: -0.850 3.704 -0.464  0.083
C: -1.353 4.913 -0.936  -0.441
N: -1.126 5.335 -2.175  -0.688
C: -0.393 4.532 -2.941  -0.436
C: 0.109 3.319 -2.483  0.007
N: -0.119 2.902 -1.242  0.083
H: -2.974 2.630 3.247  0.339
H: -0.824 1.428 3.486  0.221
H: -1.949 5.542 -0.288  0.454
H: -0.193 4.856 -3.955  0.440
H: 0.708 2.688 -3.130  0.195
Se: -1.260 -0.168 5.387  -0.652
Se: -3.244 -0.247 4.151  -0.349
Te: -2.828 -0.555 1.627  0.099
Se: -2.909 -2.907 0.907  -0.726
C: 3.600 3.584 0.214  -1.538
C: 3.286 2.674 1.394  1.684
S: 4.279 3.120 2.805  1.222
O: 4.075 4.525 3.070  -0.753
O: 5.626 2.627 2.609  -0.604
C: 3.567 2.248 4.201  -0.634
C: 4.123 0.855 4.485  -1.064
N: 4.039 -0.044 3.335  0.279
C: 2.897 -0.295 2.645  0.101
N: 3.147 -0.872 1.483  -0.127
C: 4.483 -1.098 1.437  -0.356
C: 5.058 -0.560 2.553  0.170
N: 6.435 -0.615 2.923  1.164
O: 6.744 -0.386 4.085  -0.718
O: 7.225 -0.903 2.044  -0.645
C: 1.541 0.045 3.129  -0.908
H: 3.022 3.251 -0.649  0.293
H: 4.657 3.544 -0.048  0.400
H: 3.330 4.613 0.443  0.481
H: 3.516 1.631 1.172  -0.946
H: 2.238 2.759 1.692  -0.202
H: 2.488 2.255 4.050  0.334
H: 3.787 2.899 5.048  0.533
H: 3.561 0.419 5.312  0.440
H: 5.165 0.914 4.773  0.445
H: 4.965 -1.581 0.605  0.379
H: 1.493 0.204 4.204  0.169
H: 0.846 -0.764 2.910  0.664
H: 1.170 0.936 2.618  -0.374
O: 2.280 2.263 -4.589  -0.769
C: 2.733 1.261 -4.058  0.160
N: 3.954 0.693 -4.464  -0.212
C: 4.367 -0.281 -3.475  3.437
C: 3.033 -0.409 -2.668  -0.507
O: 2.886 -1.278 -1.810  -0.712
N: 2.171 0.539 -3.035  -0.408
C: 5.496 0.279 -2.614  -1.130
C: 6.750 0.450 -3.199  -0.350
C: 7.800 0.998 -2.481  -0.860
C: 7.618 1.371 -1.156  -1.177
C: 6.378 1.200 -0.561  0.299
C: 5.323 0.663 -1.290  0.398
C: 4.740 -1.627 -4.068  -1.049
C: 5.310 -2.604 -3.253  -0.025
C: 5.622 -3.852 -3.764  -0.793
C: 5.373 -4.144 -5.100  -0.422
C: 4.803 -3.178 -5.914  -0.799
C: 4.486 -1.926 -5.400  -0.599
H: 4.629 1.360 -4.806  0.331
H: 6.904 0.132 -4.225  0.476
H: 8.768 1.122 -2.952  0.370
H: 8.440 1.784 -0.585  0.437
H: 6.237 1.480 0.476  0.550
H: 4.358 0.524 -0.817  0.394
H: 5.497 -2.379 -2.212  0.392
H: 6.057 -4.603 -3.116  0.395
H: 5.616 -5.121 -5.499  0.369
H: 4.598 -3.397 -6.955  0.386
H: 4.030 -1.171 -6.026  0.396

Computed properties:
Orbital gap in eV: 4.32
2S+1: 1
ΔE to the lowest compared entry with this formula, charge and spin in eV: 0.5239
Total energy in hartree: -10012.31257
E_LUMO in eV: 3.10
Net charge: -2

***

Entry 2:
The following is a quantum chemistry calculation of C29H29F2N2O5PSeSr as an isolated structure, from the Open Molecules 2025 dataset.

Last column: Mulliken charge in e.
Cartesian coordinates (Å):
Sr: -0.597 1.263 1.054  1.759
C: 4.207 1.428 -2.928  -0.385
C: 3.722 2.523 -2.225  -0.647
C: 2.346 2.729 -2.099  -0.269
C: 1.438 1.841 -2.668  0.326
C: 1.941 0.728 -3.349  -0.361
C: 3.305 0.528 -3.493  -0.640
P: -0.402 1.960 -2.475  0.936
C: -0.901 2.298 -4.223  -0.500
C: -2.272 2.190 -4.484  -0.326
C: -2.788 2.452 -5.748  -0.562
C: -1.936 2.805 -6.792  -0.370
C: -0.570 2.894 -6.552  -0.613
C: -0.061 2.645 -5.277  0.040
C: -0.596 3.604 -1.674  0.312
C: -0.723 4.787 -2.417  -0.276
C: -0.849 6.008 -1.764  -0.551
C: -0.824 6.031 -0.370  -0.564
C: -0.678 4.841 0.341  -0.192
C: -0.579 3.560 -0.248  -0.879
H: 5.274 1.270 -3.028  0.344
H: 4.411 3.223 -1.765  0.362
H: 1.975 3.583 -1.547  0.297
H: 1.243 -0.006 -3.743  0.391
H: 3.667 -0.346 -4.021  0.366
H: -2.935 1.886 -3.678  0.389
H: -3.854 2.364 -5.921  0.365
H: -2.333 3.003 -7.781  0.343
H: 0.107 3.164 -7.355  0.367
H: 1.008 2.727 -5.102  0.312
H: -0.725 4.769 -3.503  0.243
H: -0.959 6.926 -2.336  0.356
H: -0.919 6.978 0.157  0.324
H: -0.653 4.915 1.431  0.315
C: -2.457 -5.578 5.343  -1.091
C: -1.210 -5.953 4.557  -0.761
N: -0.652 -4.815 3.840  0.403
C: -1.208 -4.506 2.508  -0.517
C: -0.417 -5.106 1.362  -1.112
C: 0.374 -4.142 4.417  0.329
O: 0.859 -4.468 5.500  -0.709
C: 0.961 -2.986 3.660  0.265
C: 2.285 -3.052 3.258  -0.269
C: 2.860 -1.951 2.656  -0.892
C: 2.087 -0.814 2.498  -0.199
N: 0.812 -0.733 2.877  -0.122
C: 0.262 -1.813 3.431  -0.275
H: -2.882 -6.454 5.844  0.387
H: -3.225 -5.153 4.691  0.292
H: -2.208 -4.833 6.102  0.282
H: -1.434 -6.728 3.821  0.360
H: -0.448 -6.332 5.227  0.425
H: -1.308 -3.436 2.360  0.205
H: -2.225 -4.904 2.508  0.402
H: 0.602 -4.709 1.351  0.204
H: -0.886 -4.828 0.416  0.326
H: -0.364 -6.198 1.429  0.379
H: 2.857 -3.955 3.433  0.434
H: 3.890 -1.964 2.325  0.413
H: 2.509 0.074 2.040  0.406
H: -0.778 -1.724 3.725  0.492
F: 1.018 2.864 3.734  -0.331
C: -0.390 2.438 3.640  -0.260
F: -0.492 1.541 4.790  -0.353
H: -0.895 3.326 4.055  0.051
O: -2.286 0.345 -0.131  -0.913
Se: -1.294 -0.976 -0.408  0.847
O: -1.555 -1.667 -1.869  -0.739
O: 0.267 -0.379 -0.273  -0.800
O: -1.522 -2.001 0.866  -0.574

Computed properties:
Orbital gap in eV: 6.14
2S+1: 1
ΔE to the lowest compared entry with this formula, charge and spin in eV: 1.2343
Total energy in hartree: -4581.40050
E_LUMO in eV: 4.36
Net charge: -2

***

Entry 3:
The following is a quantum chemistry calculation of a single C29H29N3O4 molecule, from the Open Molecules 2025 dataset.

Last column: Mulliken charge in e.
Cartesian coordinates (Å):
O: 3.052 2.780 -3.738  -0.656
C: 3.276 1.773 -3.106  0.697
C: 4.368 1.706 -2.021  -0.743
O: 3.774 1.680 -0.724  -0.357
C: 3.377 0.506 -0.236  0.597
O: 3.494 -0.547 -0.828  -0.709
C: 2.752 0.612 1.094  -0.215
C: 2.350 1.761 1.631  -0.351
C: 1.793 1.881 3.011  0.479
O: 2.406 2.501 3.860  -0.666
N: 0.618 1.269 3.259  0.329
C: 0.064 1.326 4.599  -1.229
C: -0.761 0.076 4.875  -0.795
N: -1.872 0.015 3.953  0.403
C: -2.997 -0.733 4.222  0.890
C: -4.174 -0.552 3.485  -0.403
C: -5.302 -1.299 3.758  -0.671
C: -5.301 -2.237 4.777  -0.477
C: -4.148 -2.416 5.521  -0.703
C: -3.009 -1.682 5.250  -0.482
C: -1.657 0.633 2.666  -1.128
C: -0.179 0.561 2.281  -0.949
N: 2.620 0.611 -3.255  -0.061
C: 1.378 0.517 -4.006  -0.295
C: 1.295 -0.773 -4.788  0.118
C: 2.432 -1.505 -5.100  -0.478
C: 2.333 -2.678 -5.827  -0.780
C: 1.097 -3.131 -6.254  -0.407
C: -0.041 -2.400 -5.956  -0.770
C: 0.057 -1.228 -5.229  -0.251
C: 0.233 0.671 -3.026  0.096
C: -0.521 1.835 -2.991  -0.266
C: -1.529 1.986 -2.054  -0.905
C: -1.786 0.978 -1.142  -0.341
C: -1.029 -0.182 -1.164  -0.936
C: -0.021 -0.334 -2.099  0.180
H: 4.968 2.616 -2.055  0.330
H: 4.995 0.819 -2.162  0.356
H: 2.600 -0.339 1.584  0.461
H: 2.547 2.698 1.128  0.467
H: -0.565 2.217 4.710  0.262
H: 0.896 1.409 5.303  0.483
H: -0.115 -0.812 4.796  0.319
H: -1.147 0.129 5.897  0.675
H: -4.218 0.193 2.706  0.391
H: -6.196 -1.138 3.173  0.356
H: -6.186 -2.816 4.989  0.382
H: -4.128 -3.144 6.319  0.362
H: -2.122 -1.863 5.835  0.360
H: -1.979 1.685 2.666  0.048
H: -2.233 0.099 1.907  0.752
H: 0.122 -0.494 2.234  0.103
H: -0.034 1.001 1.292  0.755
H: 2.837 -0.162 -2.636  0.487
H: 1.379 1.366 -4.701  0.618
H: 3.402 -1.153 -4.781  0.418
H: 3.225 -3.240 -6.062  0.396
H: 1.020 -4.047 -6.820  0.391
H: -1.009 -2.743 -6.292  0.391
H: -0.832 -0.659 -4.997  0.418
H: -0.316 2.624 -3.699  0.418
H: -2.115 2.893 -2.037  0.427
H: -2.579 1.096 -0.417  0.488
H: -1.227 -0.974 -0.456  0.445
H: 0.566 -1.241 -2.119  0.476

Computed properties:
Structure (SMILES): O=C(COC(=O)/C=C/C(=O)N1CCN(c2ccccc2)CC1)NC(c1ccccc1)c1ccccc1
Orbital gap in eV: 7.86
2S+1: 1
ΔE to the lowest compared entry with this formula, charge and spin in eV: 0.1552
Total energy in hartree: -1587.74401
E_LUMO in eV: -0.03
Net charge: 0

***

Entry 4:
The following is a quantum chemistry calculation of C29H29N4O2S3Zr as an isolated structure, from the Open Molecules 2025 dataset.

Last column: Mulliken charge in e.
Cartesian coordinates (Å):
Zr: -0.656 -0.057 -0.143  2.568
N: 2.906 -2.756 0.159  -0.370
C: 1.669 -2.263 0.106  0.771
S: 1.388 -0.992 -1.116  -0.422
N: 0.757 -2.716 0.906  -1.291
N: -0.467 -2.111 0.760  0.635
C: -1.482 -2.676 1.354  0.503
C: -1.429 -3.914 2.127  0.004
C: -0.846 -5.068 1.594  -0.165
C: -0.845 -6.237 2.332  -0.800
C: -1.379 -6.253 3.615  -0.444
C: -1.939 -5.104 4.159  -0.850
C: -1.985 -3.941 3.411  -0.261
C: -2.770 -1.964 1.156  0.250
C: -3.994 -2.503 1.495  -0.662
C: -5.152 -1.775 1.236  -0.592
C: -5.058 -0.533 0.631  -0.860
C: -3.805 -0.064 0.289  0.038
N: -2.683 -0.757 0.543  -0.240
H: 3.601 -2.503 -0.520  0.200
H: 3.097 -3.526 0.784  0.255
H: -0.422 -5.054 0.600  0.469
H: -0.420 -7.138 1.911  0.429
H: -1.361 -7.167 4.193  0.437
H: -2.343 -5.118 5.162  0.429
H: -2.422 -3.046 3.840  0.540
H: -4.042 -3.485 1.943  0.587
H: -6.118 -2.185 1.500  0.490
H: -5.935 0.060 0.413  0.446
H: -3.688 0.892 -0.208  0.490
O: -0.049 1.392 1.052  -0.562
S: 0.432 2.590 1.976  0.042
C: 0.299 4.026 0.888  -0.706
C: 1.152 4.142 -0.371  -1.341
C: 0.831 3.191 -1.533  0.455
C: -0.560 3.425 -2.120  -0.714
S: -1.382 2.024 -2.910  0.102
O: -1.199 0.911 -1.793  -0.526
C: -0.406 1.545 -4.268  0.812
C: -1.083 1.598 -5.486  -0.600
C: -0.389 1.282 -6.646  -0.681
C: 0.941 0.901 -6.569  -0.479
C: 1.598 0.830 -5.340  -1.079
C: 0.933 1.157 -4.176  0.217
C: 2.139 2.331 2.239  0.973
C: 2.570 2.630 3.529  -0.616
C: 3.922 2.513 3.820  -0.651
C: 4.802 2.077 2.841  -0.514
C: 4.348 1.752 1.562  -0.946
C: 3.011 1.884 1.245  -0.009
H: 0.546 4.835 1.584  0.578
H: -0.777 4.106 0.711  0.447
H: 2.205 4.038 -0.108  0.497
H: 1.038 5.176 -0.709  0.443
H: 0.945 2.157 -1.200  -0.589
H: 1.578 3.344 -2.311  0.580
H: -0.564 4.199 -2.892  0.604
H: -1.292 3.729 -1.368  0.406
H: -2.127 1.883 -5.530  0.444
H: -0.892 1.326 -7.602  0.435
H: 1.477 0.649 -7.474  0.436
H: 2.633 0.520 -5.299  0.463
H: 1.442 1.094 -3.224  0.335
H: 1.869 2.946 4.292  0.478
H: 4.280 2.749 4.812  0.448
H: 5.854 1.979 3.074  0.446
H: 5.048 1.403 0.815  0.470
H: 2.652 1.619 0.259  0.319

Computed properties:
Orbital gap in eV: 6.65
2S+1: 1
ΔE to the lowest compared entry with this formula, charge and spin in eV: 0.0000
Total energy in hartree: -2732.81312
E_LUMO in eV: -9.31
Net charge: +3

***

Entry 5:
The following is a quantum chemistry calculation of C29H29N4O7PS2SeW as an isolated structure, from the Open Molecules 2025 dataset.

Last column: Mulliken spin population.
Cartesian coordinates (Å):
W: 1.084 1.161 3.542  -0.013
C: 3.322 2.016 3.799  -0.002
C: 2.590 3.011 3.124  0.005
C: 2.195 2.486 1.867  0.009
C: 2.717 1.179 1.757  0.005
C: 3.393 0.877 2.953  0.017
H: 3.683 2.079 4.812  0.001
H: 2.308 3.974 3.514  0.000
H: 1.630 3.011 1.114  0.000
H: 2.595 0.538 0.909  0.002
H: 3.856 -0.067 3.190  -0.008
C: -1.585 -3.303 -10.358  0.000
O: -0.284 -3.322 -9.789  0.000
C: -0.161 -3.018 -8.478  0.000
C: 1.138 -3.044 -7.967  0.000
C: 1.362 -2.749 -6.641  0.000
C: 0.305 -2.422 -5.789  0.000
C: -0.983 -2.394 -6.309  0.000
C: -1.225 -2.688 -7.642  0.000
C: 0.508 -2.109 -4.375  0.000
N: -0.398 -1.603 -3.569  0.000
C: 0.225 -1.483 -2.356  0.000
C: 1.526 -1.912 -2.424  0.000
N: 1.701 -2.312 -3.727  0.000
C: 2.368 -1.975 -1.281  0.001
C: 3.643 -2.559 -1.279  -0.001
C: 4.339 -2.660 -0.103  0.003
C: 3.739 -2.169 1.061  -0.005
N: 2.556 -1.593 1.087  -0.012
C: 1.857 -1.474 -0.058  0.001
C: 0.508 -0.890 0.004  0.002
N: 0.040 -0.322 1.151  0.001
C: -1.262 -0.130 1.245  0.000
C: -2.174 -0.324 0.205  -0.001
C: -1.690 -0.697 -1.016  0.000
C: -0.328 -1.004 -1.126  0.000
H: -1.458 -3.568 -11.402  0.000
H: -2.031 -2.308 -10.287  0.000
H: -2.237 -4.033 -9.875  0.000
H: 1.952 -3.294 -8.632  0.000
H: 2.386 -2.761 -6.283  0.000
H: -1.807 -2.139 -5.656  0.000
H: -2.238 -2.661 -8.014  0.000
H: 2.523 -2.723 -4.131  0.000
H: 4.066 -2.945 -2.199  0.000
H: 5.317 -3.117 -0.060  0.000
H: 4.254 -2.262 2.013  0.009
H: -1.626 0.211 2.203  -0.003
H: -3.225 -0.138 0.381  0.000
H: -2.319 -0.802 -1.890  0.000
C: -4.481 1.475 6.028  0.000
C: -4.213 1.267 4.559  0.000
O: -2.802 1.045 4.313  0.005
P: -1.643 2.136 4.273  0.008
S: -0.346 2.779 5.852  0.000
S: -0.551 2.646 2.550  0.000
O: -2.690 3.378 4.296  0.000
C: -2.512 4.731 4.753  0.000
C: -1.634 5.574 3.860  0.000
H: -5.556 1.526 6.202  0.000
H: -4.043 2.408 6.384  0.000
H: -4.083 0.648 6.615  0.000
H: -4.564 2.097 3.952  0.000
H: -4.675 0.348 4.202  0.000
H: -2.131 4.717 5.775  0.000
H: -3.524 5.132 4.785  0.000
H: -0.594 5.252 3.899  0.000
H: -1.683 6.611 4.194  0.000
H: -1.976 5.534 2.825  0.000
O: 1.947 0.220 5.525  0.185
Se: 1.507 -1.349 5.147  0.704
O: 1.145 -0.932 3.534  0.079
O: -0.570 0.731 4.267  0.007
O: 1.020 2.454 4.997  -0.002

Computed properties:
Orbital gap (spin up / spin down) in eV: 5.67 / 5.52
2S+1: 2
ΔE to the lowest compared entry with this formula, charge and spin in eV: 2.6437
Total energy in hartree: -5474.30537
E_LUMO (spin up / spin down) in eV: -4.04 / -4.18
Net charge: +1

***

Entry 6:
The following is a quantum chemistry calculation of C29H29N5O3ReS2 as an isolated structure, from the Open Molecules 2025 dataset.

Last column: Mulliken spin population.
Cartesian coordinates (Å):
Re: 0.212 0.932 0.699  1.266
O: -0.342 1.107 2.724  0.015
C: -1.088 2.087 3.525  0.004
C: -0.725 3.545 3.242  -0.009
C: 0.466 3.793 2.306  0.089
C: 0.087 3.959 0.861  0.007
C: -0.150 5.213 0.319  -0.018
C: -0.477 5.355 -1.016  0.023
C: -0.552 4.224 -1.816  -0.005
C: -0.314 3.005 -1.238  0.049
N: -0.033 2.871 0.075  0.024
H: 0.481 0.832 3.223  0.008
H: -0.875 1.813 4.552  0.000
H: -2.133 1.872 3.338  0.001
H: -0.511 4.019 4.199  -0.001
H: -1.602 4.062 2.850  0.000
H: 1.232 3.015 2.406  -0.027
H: 0.970 4.712 2.604  0.003
H: -0.054 6.078 0.965  0.000
H: -0.649 6.338 -1.439  0.000
H: -0.773 4.274 -2.874  0.000
H: -0.345 2.090 -1.813  -0.002
N: 6.231 5.268 4.019  0.001
C: 5.476 4.184 3.706  0.002
C: 5.843 3.348 2.632  -0.001
C: 5.089 2.253 2.311  0.001
C: 3.924 1.967 3.043  0.000
C: 3.542 2.788 4.109  0.001
C: 4.313 3.880 4.436  0.001
S: 3.040 0.576 2.670  -0.007
O: 3.917 -0.528 2.422  0.001
O: 1.946 0.452 3.619  0.001
N: 2.255 0.862 1.222  0.047
C: 2.571 0.236 0.016  0.018
S: 3.861 -0.699 -0.565  0.011
C: 2.980 -0.947 -2.038  -0.002
C: 1.786 -0.350 -2.015  0.003
N: 1.537 0.341 -0.814  -0.009
H: 7.124 5.414 3.582  0.000
H: 6.055 5.786 4.861  0.000
H: 6.748 3.564 2.074  0.000
H: 5.423 1.604 1.508  0.000
H: 2.668 2.545 4.699  0.000
H: 4.036 4.496 5.284  0.000
H: 3.415 -1.515 -2.848  0.000
H: 1.054 -0.346 -2.807  0.000
C: -4.778 2.719 -1.275  -0.037
C: -4.173 3.027 -0.060  0.017
C: -3.130 2.246 0.410  -0.033
C: -2.712 1.145 -0.326  0.046
C: -3.339 0.807 -1.520  -0.046
C: -4.362 1.612 -2.001  0.021
N: -1.609 0.340 0.120  -0.241
C: -1.810 -1.044 0.230  -0.022
C: -0.675 -1.872 0.222  -0.063
C: -0.807 -3.221 0.475  0.041
C: -2.069 -3.755 0.726  -0.101
C: -3.198 -2.937 0.722  0.043
C: -3.079 -1.582 0.476  -0.085
H: -5.586 3.336 -1.649  -0.001
H: -4.516 3.871 0.525  0.000
H: -2.656 2.475 1.357  -0.010
H: -3.015 -0.062 -2.084  0.000
H: -4.838 1.366 -2.942  0.000
H: 0.305 -1.476 -0.041  -0.019
H: 0.066 -3.861 0.454  0.000
H: -2.173 -4.816 0.921  -0.003
H: -4.173 -3.361 0.924  0.000
H: -3.948 -0.938 0.517  -0.003

Computed properties:
Orbital gap (spin up / spin down) in eV: 5.42 / 6.32
2S+1: 2
ΔE to the lowest compared entry with this formula, charge and spin in eV: 1.1651
Total energy in hartree: -2496.11204
E_LUMO (spin up / spin down) in eV: -7.59 / -6.71
Net charge: +2